1.
{"formula": "C25H52AgBr2F6O16S2V2", "method": "ωB97M-V/def2-TZVPD", "homo_lumo_gap_ev": [7.94, 7.84], "homo_ha": [-0.420, -0.420], "total_charge": 1, "e_tot_ha": -10765.8793, "spin_multiplicity": 7, "e_above_lowest_kcal_mol": 118.2, "species": ["V", "V", "Ag", "C", "F", "F", "F", "S", "O", "O", "O", "C", "F", "F", "F", "S", "O", "O", "O", "C", "O", "O", "O", "Br", "C", "C", "Br", "H", "H", "H", "H", "C", "C", "C", "C", "C", "C", "H", "H", "H", "H", "H", "H", "C", "C", "O", "H", "H", "H", "H", "H", "H", "C", "C", "O", "H", "H", "H", "H", "H", "H", "C", "C", "O", "H", "H", "H", "H", "H", "H", "C", "C", "O", "H", "H", "H", "H", "H", "H", "C", "C", "O", "H", "H", "H", "H", "H", "H", "C", "C", "O", "H", "H", "H", "H", "H", "H", "C", "C", "O", "H", "H", "H", "H", "H", "H"], "coordinates": [[2.32613, 3.13352, 1.11034], [-0.74652, 4.12453, -1.78191], [-2.25301, 3.72910, 2.01795], [-5.40508, 2.72393, -1.69802], [-5.21731, 2.65225, -3.06623], [-6.58986, 3.12839, -1.51833], [-5.19728, 1.55869, -1.20842], [-4.06950, 4.01182, -1.13181], [-2.83845, 3.65739, -1.79326], [-4.48958, 5.35043, -1.56729], [-3.92059, 3.86026, 0.31587], [-0.96134, 0.12947, 0.67488], [-1.62550, 1.14714, 1.29212], [-0.24359, -0.56878, 1.56547], [-1.72298, -0.67359, -0.06053], [0.19774, 0.97506, -0.62867], [-0.51202, 2.08833, -1.34334], [1.27040, 1.48297, 0.23036], [0.68477, -0.09795, -1.51211], [0.10598, 4.53209, 0.70927], [0.83062, 4.35779, -0.26608], [0.35328, 3.79799, 1.66229], [-0.99317, 4.61157, 0.28368], [-2.94337, -4.21000, -3.49835], [-3.45142, -2.30056, -3.45555], [-2.20773, -1.48010, -3.34767], [-2.70634, 0.50556, -3.36448], [-4.17903, -2.06056, -2.68026], [-3.84690, -1.92387, -4.39884], [-1.54889, -1.66183, -4.19679], [-1.56189, -1.49327, -2.46970], [1.34832, -5.93837, 3.12897], [0.88653, -5.41343, 1.89390], [0.90374, -4.00981, 1.80603], [1.47282, -3.28834, 2.75721], [2.02473, -3.78673, 3.91372], [1.93319, -5.14402, 4.16115], [1.50817, -7.00540, 3.08096], [0.67570, -6.11273, 1.09833], [0.45348, -3.48039, 0.97936], [1.42528, -2.23816, 2.50969], [2.50465, -3.05912, 4.55142], [2.37023, -5.57868, 5.04797], [0.91777, -4.72692, -2.68353], [1.04302, -3.29974, -1.98415], [1.00549, -2.33958, -3.00287], [-0.04363, -4.75114, -3.19659], [0.99839, -5.55290, -1.97688], [1.72023, -4.75130, -3.42079], [1.95327, -3.32006, -1.38487], [0.19258, -3.11966, -1.32657], [0.75313, -1.52388, -2.56409], [-2.30860, 0.58201, 4.34166], [-3.38287, 1.57230, 4.57549], [-3.61174, 2.25210, 3.38535], [-2.07594, 0.19709, 5.33454], [-1.45405, 1.12033, 3.93171], [-2.52623, -0.21837, 3.63446], [-3.01253, 2.37644, 5.21134], [-4.22178, 1.19936, 5.16307], [-4.35934, 1.79739, 2.99049], [3.78135, 0.45619, 4.49880], [2.70879, 1.41279, 4.00541], [2.74026, 1.46140, 2.54840], [3.93303, 0.43932, 5.57807], [4.77641, 0.61214, 4.08211], [3.46467, -0.56263, 4.27558], [2.81039, 2.41975, 4.41012], [1.72179, 1.11541, 4.35967], [3.06166, 0.63567, 2.17897], [-5.72206, -1.15851, 0.90471], [-4.76551, -0.10110, 1.61944], [-5.33681, 1.17200, 1.55786], [-5.16010, -2.03575, 0.58414], [-6.24083, -0.86005, -0.00628], [-6.36823, -1.60449, 1.66079], [-3.83080, -0.05709, 1.06043], [-4.54296, -0.39922, 2.64399], [-5.11073, 1.55377, 0.70654], [5.22707, 3.28018, -1.67445], [3.86247, 2.61944, -1.40875], [3.89027, 2.16018, -0.16193], [5.31340, 4.06011, -0.91791], [5.35865, 3.71646, -2.66462], [5.98927, 2.50185, -1.71123], [3.74977, 1.79301, -2.11047], [3.18561, 3.43727, -1.65599], [4.51330, 1.43690, -0.06041], [4.31264, -1.34279, -1.25787], [3.47491, -1.60439, 0.03320], [3.97091, -0.88621, 1.12968], [5.36812, -1.24478, -1.00397], [4.09897, -0.34112, -1.63082], [4.12159, -2.11115, -2.00702], [3.50392, -2.65401, 0.32572], [2.45433, -1.26777, -0.14908], [4.43678, -1.50051, 1.70171], [-0.11639, 1.71287, -5.87304], [1.09437, 1.40859, -4.96630], [1.96441, 2.52230, -5.08730], [-0.53590, 2.71888, -5.88094], [-0.92362, 0.98042, -5.87316], [0.32313, 1.65500, -6.86882], [1.59802, 0.49364, -5.27826], [0.69911, 1.30521, -3.95577], [1.51278, 3.12484, -4.49185]]}

2.
{"formula": "C25H52FN6O11P2S2", "method": "ωB97M-V/def2-TZVPD", "homo_lumo_gap_ev": 6.51, "homo_ha": -0.423, "total_charge": 1, "e_tot_ha": -3718.5924, "spin_multiplicity": 1, "species": ["C", "C", "O", "C", "N", "N", "C", "C", "N", "N", "N", "C", "C", "C", "C", "C", "C", "S", "O", "O", "F", "C", "N", "C", "S", "H", "H", "H", "H", "H", "H", "H", "H", "H", "H", "H", "H", "H", "H", "H", "H", "H", "H", "H", "H", "H", "H", "O", "P", "O", "C", "C", "O", "C", "C", "O", "C", "C", "H", "H", "H", "H", "H", "H", "H", "H", "H", "H", "H", "H", "H", "H", "H", "O", "P", "O", "C", "C", "O", "C", "C", "O", "C", "C", "H", "H", "H", "H", "H", "H", "H", "H", "H", "H", "H", "H", "H", "H", "H"], "coordinates": [[2.94427, -3.19383, -4.91812], [3.55618, -2.39174, -6.07796], [2.68105, -1.43445, -6.71214], [1.97074, -0.68260, -5.82695], [0.74888, -1.08023, -5.65729], [0.05283, -0.30000, -4.80735], [-1.33459, -0.83357, -4.68754], [-1.54734, -1.83646, -3.49657], [-2.93829, -2.32929, -3.54263], [-0.70756, -3.02149, -3.76849], [-1.16815, -1.35851, -2.19946], [0.48429, 0.77634, -4.15732], [-0.29030, 1.63466, -3.15762], [-1.82582, 1.61000, -3.03976], [0.31805, 1.61306, -1.68137], [1.13021, 0.36813, -1.25369], [1.85945, 1.26227, -4.37488], [2.63452, 2.69652, -3.65362], [3.83252, 3.02221, -4.37495], [1.77191, 3.83618, -3.53505], [3.11938, 2.29467, -2.19042], [2.62881, 0.45880, -5.25305], [3.96606, 0.69457, -5.60307], [4.77142, 0.41435, -4.70202], [5.86896, 0.47043, -3.59138], [2.66225, -2.59709, -4.03732], [3.72815, -3.89283, -4.57882], [2.11260, -3.83537, -5.24963], [4.52666, -1.96460, -5.77166], [3.81496, -3.11861, -6.86277], [-1.56535, -1.45614, -5.56656], [-2.09073, -0.04830, -4.79040], [-3.55976, -1.57455, -3.83393], [-2.96192, -3.00899, -4.30137], [-0.66753, -3.22014, -4.76359], [0.24588, -2.82422, -3.47371], [-2.03216, -1.09927, -1.72791], [-0.77617, -2.07793, -1.59860], [-0.10364, 2.67426, -3.48878], [-2.11634, 2.51245, -2.47590], [-2.27814, 1.76934, -4.03498], [-2.28229, 0.76819, -2.51696], [0.90993, 2.52826, -1.53726], [-0.52946, 1.72776, -0.99046], [2.16712, 0.58172, -0.95036], [1.17340, -0.46787, -1.96198], [0.66644, -0.04480, -0.34177], [-1.22529, -2.36696, 2.46242], [-1.21296, -3.56976, 3.37772], [0.38630, -3.96507, 3.19734], [1.39756, -3.01914, 3.52317], [1.69073, -2.99868, 5.01207], [-1.84384, -4.68445, 2.35538], [-2.66495, -4.26518, 1.27090], [-1.83604, -4.09120, 0.01663], [-1.35429, -4.68658, 4.61455], [-1.50175, -4.26552, 5.97521], [-2.30088, -2.99016, 6.13357], [1.12302, -2.02017, 3.17205], [2.29466, -3.32236, 2.98031], [0.85236, -2.56407, 5.56461], [2.57523, -2.39552, 5.22301], [1.85645, -4.00915, 5.38728], [-3.19850, -3.34672, 1.51675], [-3.41946, -5.03815, 1.11458], [-0.95908, -3.46597, 0.19840], [-2.43730, -3.63769, -0.77539], [-1.46549, -5.05455, -0.33806], [-0.51438, -4.16694, 6.43253], [-2.00986, -5.07624, 6.50028], [-1.80010, -2.14345, 5.64552], [-2.42369, -2.74412, 7.18795], [-3.28942, -3.09468, 5.68101], [0.34622, 2.84295, 2.68096], [-0.59741, 3.96629, 3.00530], [-0.60228, 4.00077, 4.64802], [0.62124, 4.14212, 5.36324], [1.05552, 5.59366, 5.44787], [-2.04179, 3.24307, 2.72909], [-2.12764, 2.04530, 1.96454], [-2.13335, 0.82442, 2.86383], [-1.38567, 5.43042, 2.85326], [-0.68748, 6.60297, 2.41931], [0.39973, 6.32592, 1.40310], [1.40742, 3.53027, 4.91287], [0.44164, 3.75650, 6.36754], [1.37513, 5.95910, 4.46695], [1.89658, 5.70517, 6.13368], [0.23465, 6.22331, 5.79283], [-1.31976, 1.99425, 1.23119], [-3.06512, 2.08743, 1.40380], [-1.31106, 0.83970, 3.57903], [-2.06401, -0.09205, 2.27677], [-3.05573, 0.79256, 3.44794], [-0.28316, 7.12609, 3.28958], [-1.43382, 7.26440, 1.97592], [1.18775, 5.69045, 1.82602], [0.86068, 7.25681, 1.07358], [-0.00868, 5.80930, 0.53138]]}

3.
{"formula": "C25H52N11O17", "method": "ωB97M-V/def2-TZVPD", "homo_lumo_gap_ev": 5.37, "homo_ha": -0.374, "total_charge": 1, "e_tot_ha": -2863.6444, "spin_multiplicity": 1, "e_above_lowest_kcal_mol": 0.0, "species": ["C", "C", "C", "C", "C", "C", "N", "O", "C", "C", "C", "H", "H", "H", "H", "H", "H", "H", "H", "H", "H", "H", "H", "H", "H", "H", "H", "H", "H", "N", "C", "C", "C", "C", "H", "H", "H", "H", "H", "N", "C", "C", "C", "C", "H", "H", "H", "H", "H", "C", "N", "O", "O", "H", "H", "H", "C", "N", "O", "O", "H", "H", "H", "C", "N", "O", "O", "H", "H", "H", "C", "N", "O", "O", "H", "H", "H", "C", "N", "O", "O", "H", "H", "H", "C", "N", "O", "O", "H", "H", "H", "C", "N", "O", "O", "H", "H", "H", "C", "N", "O", "O", "H", "H", "H"], "coordinates": [[-55.21991, 16.34515, 13.93895], [-56.64213, 15.89993, 14.39686], [-56.53594, 15.31046, 15.80783], [-56.52278, 16.37112, 16.79392], [-57.84933, 17.16518, 16.63610], [-57.92077, 17.86380, 15.36477], [-57.69702, 16.98729, 14.21420], [-58.31752, 17.21071, 13.20795], [-56.91137, 18.99150, 15.22667], [-59.49145, 18.46056, 15.22270], [-57.05811, 14.68614, 13.52117], [-55.26761, 16.54216, 12.92783], [-54.62688, 15.57296, 14.01776], [-54.74664, 17.29962, 14.20398], [-55.79632, 14.71476, 16.00305], [-57.31865, 14.69816, 15.84792], [-55.86647, 17.13781, 16.71055], [-56.48102, 15.65870, 17.74479], [-57.97831, 17.88137, 17.56126], [-58.66273, 16.63441, 16.82633], [-57.17724, 19.70411, 15.98461], [-57.08318, 19.38322, 14.16549], [-55.94636, 18.80655, 15.39764], [-59.84586, 19.10221, 16.12252], [-60.15519, 17.56588, 15.26055], [-59.59582, 19.07572, 14.32658], [-57.11634, 14.94947, 12.33586], [-57.93214, 14.19363, 13.82204], [-56.50914, 13.85391, 13.73690], [-63.06956, 20.25247, 17.40096], [-61.89801, 20.74371, 17.99288], [-61.21175, 19.50431, 18.49844], [-61.96814, 18.29810, 18.04636], [-63.24525, 18.85521, 17.42522], [-63.85393, 20.88428, 17.15980], [-61.67647, 21.80185, 18.03228], [-60.08492, 19.34344, 18.91290], [-61.89573, 17.34811, 18.17886], [-64.08037, 18.21737, 17.23111], [-53.05342, 10.21173, 12.59694], [-52.63819, 11.47794, 12.91223], [-53.73308, 11.95253, 13.80791], [-54.84690, 10.86468, 13.86626], [-54.21034, 9.77186, 13.10894], [-52.40970, 9.59209, 11.95104], [-51.74501, 11.88755, 12.26548], [-54.04567, 12.86825, 14.21408], [-55.76613, 11.07283, 14.24560], [-54.55973, 8.66391, 12.87952], [-59.10751, 16.00914, 21.24825], [-58.52451, 15.44672, 19.93064], [-59.37071, 15.44212, 19.08325], [-57.48209, 14.75018, 20.00116], [-59.62851, 17.00490, 20.88658], [-58.12430, 16.37512, 21.83574], [-59.64162, 15.33138, 21.68930], [-53.43114, 19.13730, 18.61752], [-54.77920, 19.13505, 19.28903], [-55.79704, 18.77850, 18.79239], [-54.68532, 19.53451, 20.42567], [-52.89650, 20.03766, 18.92559], [-53.56788, 19.29084, 17.45315], [-52.77714, 18.28289, 18.74464], [-56.72593, 18.11557, 10.02898], [-56.93219, 19.33813, 10.92487], [-58.13636, 19.72609, 10.89579], [-56.23843, 19.45224, 11.84615], [-55.71355, 17.76836, 9.91100], [-57.23784, 18.07165, 9.12154], [-56.99078, 17.09871, 10.56582], [-62.15284, 14.79375, 17.42498], [-60.97851, 14.28884, 16.59857], [-60.59577, 13.11316, 16.78032], [-60.64557, 14.99194, 15.66465], [-62.98481, 13.95622, 17.59606], [-62.63532, 15.56119, 17.00970], [-61.84120, 15.10592, 18.21052], [-50.54481, 15.73873, 16.31574], [-51.80287, 15.81929, 15.49491], [-52.69944, 16.39751, 15.95280], [-51.90114, 15.21160, 14.36742], [-50.76908, 14.97965, 17.05361], [-50.24183, 16.69095, 16.76327], [-49.79442, 15.35054, 15.67720], [-60.30519, 13.31003, 10.09640], [-58.89872, 13.87213, 9.96811], [-58.68647, 14.92527, 10.47686], [-58.07279, 13.10442, 9.55209], [-60.84348, 14.07435, 9.61536], [-60.48170, 13.18022, 11.25248], [-60.30798, 12.29461, 9.66327], [-52.57471, 19.66119, 12.44917], [-52.18865, 20.16119, 13.72857], [-51.27550, 20.88102, 13.84267], [-52.98048, 19.77903, 14.72758], [-53.21303, 20.46601, 12.03239], [-53.06075, 18.60286, 12.39437], [-51.60673, 19.67325, 11.94076], [-54.87427, 12.74760, 10.48724], [-54.22659, 14.05539, 10.18239], [-53.30217, 14.01671, 9.43583], [-54.77450, 15.03388, 10.51643], [-54.01486, 12.17327, 10.93941], [-55.21511, 12.31619, 9.52266], [-55.77380, 12.95910, 11.14773]]}

Number 1 is which compound?
C25H52AgBr2F6O16S2V2